No. 1
This record from OMol25 describes the ion C10H18ClFN3 with charge +1 at a distorted geometry. The level of theory is the ωB97M-V functional and the def2-TZVPD basis.

The geometry in XYZ format:
```
33
C10H18ClFN3, DFT the ωB97M-V functional and the def2-TZVPD basis
C -0.9232 -2.9319 -0.6577
N -1.7065 -1.7809 -0.2350
N -2.8164 -2.0859 0.3120
C -3.3879 -1.0218 0.7712
C -2.6531 0.1507 0.4032
Cl -2.9683 1.7872 0.6531
C -1.4905 -0.4109 -0.2159
C -0.0465 0.1891 -0.5997
F 0.4180 -0.5192 -1.6595
C -0.2871 1.5985 -1.2276
N -1.2076 1.3814 -2.4073
C 0.9477 0.2473 0.6553
C 1.1383 -1.2743 1.1195
C 2.2587 0.7890 0.2377
C 0.2821 1.0813 1.8127
H -1.5883 -3.4721 -1.2968
H -0.1144 -2.5648 -1.3041
H -0.5613 -3.5073 0.2566
H -4.3480 -1.0867 1.3650
H 0.6660 2.1205 -1.6356
H -0.8741 2.2726 -0.6205
H -0.8785 0.6033 -3.0063
H -1.3720 2.2373 -3.0744
H -2.1142 1.1367 -2.0913
H 0.2363 -1.8107 1.3645
H 1.7414 -1.1851 1.9655
H 1.5565 -1.7040 0.3060
H 2.2738 1.9094 0.3606
H 2.9974 0.4025 0.8621
H 2.5808 0.4859 -0.7065
H 0.0064 2.0602 1.3497
H 1.0362 1.2954 2.5596
H -0.5735 0.6907 2.2709
```

For the frontier orbital gap, the calculation gives 9.1 eV. As for the net charge: +1. As for the HOMO energy: -12.5527 eV.

No. 2
This record from OMol25 describes a structure of composition C10H18F6HfNO5S2Se2Te at a distorted geometry. The level of theory is the ωB97M-V functional and the def2-TZVPD basis.

The geometry in XYZ format:
```
46
C10H18F6HfNO5S2Se2Te, DFT the ωB97M-V functional and the def2-TZVPD basis
Hf 0.0383 -0.1399 -1.6248
F -2.0956 -4.6361 -0.5692
C -1.4291 -4.3405 -1.6615
F -0.5548 -5.2708 -1.9577
F -2.2384 -4.0981 -2.6664
S -0.4936 -2.7610 -1.3359
O -1.4982 -1.6955 -1.0669
O 0.2825 -2.2647 -2.5028
N 0.4479 -3.1446 -0.1475
S 1.8486 -2.3582 -0.0848
O 2.5952 -2.6473 1.0846
O 1.5670 -0.8976 -0.3499
C 2.9707 -2.9117 -1.5211
F 2.5198 -4.0590 -1.9870
F 4.1586 -3.0643 -0.9788
F 3.0187 -2.0018 -2.4642
C 2.8706 2.4528 0.0494
Se 2.0099 1.9088 -1.5966
C 0.9490 3.5023 -1.8581
C -0.2601 3.5290 -0.9580
Se -1.6258 2.1535 -1.2299
C -2.5186 2.6722 0.4014
H 3.5163 3.2830 -0.2213
H 3.4691 1.6201 0.4105
H 2.1520 2.7419 0.8120
H 0.7179 3.5540 -2.9171
H 1.5974 4.3387 -1.5936
H -0.8014 4.4701 -1.0562
H 0.0445 3.4140 0.0825
H -1.8680 2.5940 1.2675
H -3.4033 2.0569 0.5303
H -2.8165 3.7031 0.2286
Te -0.1847 0.8197 -4.0195
C -0.7277 -0.2448 3.3945
C -2.1134 0.1184 2.8578
C -2.0342 -0.3902 1.4370
O -0.6985 -0.0545 1.0057
C 0.1775 -0.1757 2.1617
H -0.7350 -1.2555 3.8001
H -0.3902 0.4274 4.1804
H -2.2680 1.1956 2.8713
H -2.9200 -0.3499 3.4198
H -2.7357 0.0592 0.7424
H -2.1632 -1.4750 1.4030
H 0.8345 0.6928 2.1553
H 0.7879 -1.0707 2.0729
```

For the frontier orbital gap, the calculation gives 7.0 eV. As for the net charge: +1. Its energy above the lowest of the compared OMol25 structures with the same formula, charge and spin is 1.108 eV. As for the HOMO energy: -10.5104 eV.